Entry 1:
C6H9N in the gas phase. Source: OMol25; level of theory: ωB97M-V/def2-TZVPD.

Last column: natural (NBO) charge in e.
Geometry (Å):
C -1.0112 -1.5784 0.1818  -0.6278
C 0.0968 -0.5931 0.0275  -0.1634
C 1.4842 -0.8517 -0.0799  -0.2686
C 2.1219 0.3286 -0.1977  -0.1087
N 1.1510 1.3364 -0.2170  -0.5110
C -0.0098 0.7521 0.0341  0.1582
C -1.3997 1.3078 0.0491  -0.6675
H -0.7075 -2.5482 -0.2238  0.2208
H -1.8768 -1.2933 -0.4205  0.2074
H -1.3673 -1.6824 1.2183  0.2133
H 1.9066 -1.8252 0.0513  0.2147
H 3.1725 0.5559 -0.1585  0.2069
H 1.3839 2.3109 -0.1735  0.4101
H -1.9282 0.8312 0.8490  0.2237
H -1.4170 0.5928 -0.8570  0.2686
H -1.5995 2.3568 -0.0833  0.2233

## Properties
**Frontier orbital gap**: 8.46 eV
**E_tot**: -7856.579 eV
**LUMO**: 1.0 eV
**2S+1**: 1

=====

Entry 2:
A molecular structure, C29H32N5O3SW. Source: OMol25; level of theory: ωB97M-V/def2-TZVPD.

Last column: Mulliken spin population.
Geometry (Å):
W 0.5614 0.1613 -0.4505  0.9601
C 0.1680 3.3723 5.8028  -0.0001
C 0.3253 2.4297 4.6452  0.0022
C 0.5149 1.0731 4.8281  -0.0029
C 0.6131 0.2114 3.7278  -0.0010
C 0.8029 -1.2072 4.0717  -0.0025
N -0.0355 -2.1679 3.9212  0.0007
C -1.4300 -2.1333 3.3896  -0.0015
C -1.4223 -1.7556 1.9152  0.0082
C -2.5880 -2.1566 1.0275  0.0013
N -2.5310 -3.5612 0.5764  0.0020
C -2.0286 -4.0943 -0.4937  0.0002
C -1.2769 -3.6042 -1.6266  -0.0044
C -1.3439 -4.4982 -2.7192  -0.0010
C -0.7133 -4.2957 -3.9356  0.0028
C -0.8644 -5.2443 -5.0893  -0.0002
C 0.1071 -3.1792 -4.0047  -0.0026
C 0.2509 -2.2796 -2.9414  0.0208
C 1.2131 -1.2182 -3.1234  -0.0360
N 1.5493 -0.2803 -2.3040  -0.0037
C 2.5249 0.7264 -2.7999  -0.0052
C 1.7959 1.9434 -3.3843  -0.0089
C 0.3819 2.1479 -2.8396  0.0151
N 0.2246 1.7799 -1.4324  0.0265
C 0.4742 2.8282 0.8765  0.0487
C 0.4371 2.0846 2.2118  -0.0010
C 0.2941 2.8974 3.3294  0.0013
C 0.6118 0.7074 2.4275  0.0265
O 0.7888 -0.1851 1.4112  -0.0029
C -0.4635 -2.4480 -1.7420  0.0181
O -0.3499 -1.5814 -0.7535  0.0245
H 0.4106 2.8849 6.7448  0.0000
H -0.8588 3.7354 5.8653  0.0002
H 0.8192 4.2387 5.6916  0.0001
H 0.5740 0.6742 5.8347  -0.0001
H 1.7193 -1.4915 4.5864  0.0000
H 0.2666 -3.0686 4.2811  0.0000
H -1.9720 -1.4130 4.0026  0.0000
H -1.8347 -3.1211 3.6044  -0.0001
H -0.5123 -2.1382 1.4614  -0.0037
H -1.3633 -0.6707 1.8552  -0.0008
H -2.5853 -1.5349 0.1345  -0.0011
H -3.5625 -2.0439 1.5027  -0.0005
H -3.0423 -4.2160 1.1571  -0.0001
H -2.2531 -5.1543 -0.5634  -0.0001
H -1.9386 -5.3978 -2.6032  0.0001
H -1.4403 -6.1226 -4.8054  0.0000
H 0.1083 -5.5799 -5.4479  0.0002
H -1.3795 -4.7603 -5.9194  0.0005
H 0.6777 -2.9989 -4.9101  -0.0003
H 1.7272 -1.2355 -4.0856  -0.0022
H 3.1710 0.2414 -3.5306  -0.0014
H 3.1383 1.0092 -1.9494  0.0015
H 1.7169 1.8470 -4.4683  0.0004
H 2.4113 2.8251 -3.2056  0.0029
H -0.3357 1.5637 -3.4220  -0.0075
H 0.0886 3.1883 -2.9637  -0.0030
H 0.2981 3.8651 1.1401  -0.0195
H 0.1674 3.9634 3.1745  0.0013
O 2.2338 1.5285 0.1675  0.1587
N 1.7811 2.7567 0.2706  0.3694
C 2.2153 3.7705 -0.5043  -0.1229
C 1.3832 4.7856 -0.9386  0.2927
C -0.0674 4.8726 -1.0041  -0.0605
C -0.9604 3.8763 -0.8164  0.2512
C -0.4959 2.5192 -0.3696  0.0752
S -1.6080 1.1620 0.1377  -0.0303
H 3.2520 3.7086 -0.8093  0.0085
H 1.9094 5.5967 -1.4290  -0.0014
H -0.4410 5.8258 -1.3566  0.0016
H -2.0100 4.0354 -1.0317  0.0061

## Properties
**Frontier orbital gap (alpha / beta)**: 6.86 / 6.30 eV
**E_tot**: -56818.660 eV
**LUMO (alpha / beta)**: -9.2 / -9.9 eV
**2S+1**: 3
**Net charge**: +3
**<S²>**: 2.06

=====

Entry 3:
C4H5NO in the gas phase. Source: OMol25; level of theory: ωB97M-V/def2-TZVPD.

Last column: natural (NBO) charge in e.
Geometry (Å):
O 1.1059 -0.4411 2.0307  -0.5062
C 0.5770 -0.1669 0.9962  0.5917
C 0.8762 -0.5566 -0.4654  -0.5255
C -0.2651 0.3697 -0.8372  -0.0583
N -1.4363 0.0127 -0.1212  -0.5797
C -0.4973 0.8544 0.5660  -0.1949
H 1.8801 -0.2058 -0.7319  0.2362
H 0.7598 -1.5980 -0.7696  0.2213
H -0.4156 0.9176 -1.7497  0.2171
H -1.6378 -0.9368 0.1614  0.3662
H -0.9339 1.7921 0.9116  0.2322

## Properties
**Frontier orbital gap**: 10.40 eV
**E_tot**: -7764.287 eV
**LUMO**: 1.0 eV
**2S+1**: 1

=====

Entry 4:
C22H30ClFINO4 in the gas phase. Source: OMol25; level of theory: ωB97M-V/def2-TZVPD.

Last column: natural (NBO) charge in e.
Geometry (Å):
C 2.6202 -2.8678 2.9427  -0.6088
C 2.6386 -1.4561 2.3097  -0.3948
C 1.2100 -0.7970 2.4785  -0.4329
C 0.7635 -0.2777 1.1222  0.0373
O 0.3054 -1.2272 0.1774  -0.5729
C -0.8963 -0.9575 -0.5571  0.2551
C -0.3850 -0.8606 -2.0228  -0.5326
C 0.5642 0.2935 -2.3367  0.8256
O 0.2491 1.1096 -3.1729  -0.5467
O 1.7963 0.3935 -1.6971  -0.5398
C 2.8740 -0.0768 -2.4458  0.7951
C 2.9402 0.0530 -3.9592  -0.7398
O 3.7949 -0.5793 -1.8498  -0.5285
C -1.7349 -2.2803 -0.5215  -0.4461
C -1.3128 -3.2790 0.5696  0.2229
C -2.1815 -4.5572 0.3626  -0.6392
F -1.4680 -2.7784 1.8466  -0.3630
C -1.5062 0.3248 0.0970  -0.0647
Cl -2.8471 -0.2336 1.2117  -0.0243
C -2.2476 1.3952 -0.8177  -0.2784
N -3.6873 1.1262 -0.9267  -0.6231
C -4.4888 2.3308 -0.6712  -0.4143
C -0.3695 0.8306 1.1312  0.0155
I -1.3758 1.0307 3.0969  0.1442
C 0.3458 2.1706 0.9024  -0.1246
C 1.0686 2.7179 1.9602  -0.1624
C 1.7667 3.8893 1.8022  -0.2205
C 1.7937 4.5826 0.6088  -0.2128
C 1.0641 4.0552 -0.4335  -0.1919
C 0.3753 2.8755 -0.2869  -0.2386
H 1.6399 -3.3281 2.7940  0.2058
H 3.4487 -3.4575 2.5389  0.2092
H 2.7564 -2.7463 4.0253  0.2032
H 3.3667 -0.7894 2.7868  0.1991
H 2.8720 -1.4557 1.2390  0.2063
H 0.4972 -1.4837 2.9458  0.2314
H 1.3518 0.0197 3.1926  0.2228
H 1.6225 0.2418 0.6773  0.1974
H 0.1278 -1.7812 -2.3318  0.2499
H -1.2520 -0.7684 -2.6896  0.2360
H 3.9678 0.0884 -4.3136  0.2552
H 2.3948 -0.7908 -4.4026  0.2391
H 2.4286 0.9577 -4.3082  0.2498
H -1.5243 -2.8142 -1.4604  0.2074
H -2.8164 -2.1142 -0.5245  0.2409
H -0.2816 -3.6107 0.4160  0.1712
H -2.3586 -5.0749 1.3075  0.2318
H -1.6120 -5.2062 -0.3153  0.2086
H -3.1028 -4.2778 -0.1575  0.2035
H -2.0962 2.3998 -0.4183  0.2248
H -1.8521 1.3055 -1.8385  0.2101
H -3.9031 0.7864 -1.8561  0.3532
H -5.5437 2.0430 -0.7601  0.2043
H -4.3211 2.6098 0.3765  0.2025
H -4.2556 3.1603 -1.3561  0.1704
H 1.1476 2.2472 2.9310  0.2195
H 2.3440 4.2725 2.6424  0.2107
H 2.3545 5.5007 0.4652  0.2154
H 1.0933 4.6045 -1.3721  0.2128
H -0.1639 2.5113 -1.1546  0.2127

## Properties
**Frontier orbital gap**: 7.71 eV
**E_tot**: -56318.664 eV
**LUMO**: 0.1 eV
**2S+1**: 1

=====

Which value of 2S+1 does entry 2 give? 3

=====

E_tot of number 4 (C22H30ClFINO4)? -56318.664 eV